# 1
{
  "formula": "C3H2N2O3",
  "method": "ωB97M-V with the def2-TZVPD basis set",
  "fmax_ev_per_a": 9.285,
  "relative_energy_kcal_mol": 161.21,
  "gap_ha": 0.316,
  "lumo_ev": -2.05,
  "homo_ev": -10.662,
  "symbols": ["O", "C", "C", "N", "C", "O", "N", "O", "H", "H"],
  "positions_angstrom": [[1.6680, -2.1935, 0.5078], [1.0530, -1.0850, 0.0729], [-0.3779, -1.2154, -0.3016], [-1.3311, -0.2608, -0.2939], [-0.6367, 0.9803, 0.1019], [-1.2756, 2.1255, 0.8130], [0.6615, 1.1252, -0.1072], [1.4610, 0.1727, -0.7980], [-0.6619, -2.3660, -0.5343], [-0.5603, 2.7169, 0.5393]],
  "forces_ev_per_angstrom": [[-2.94, 8.39, -2.68], [3.21, -5.81, -1.37], [-4.05, -0.31, 0.55], [3.80, -0.53, 0.92], [1.06, -0.47, 0.39], [1.93, -4.08, -2.87], [-1.99, 2.06, 0.04], [-1.39, -3.29, 4.11], [0.47, 3.05, 0.39], [-0.10, 1.00, 0.53]],
  "lowdin_charge": [0.05, -0.18, -0.05, 0.15, -0.30, 0.04, 0.05, -0.02, 0.18, 0.08]
}

=====

# 2
{
  "formula": "C3H2N2O3",
  "method": "ωB97M-V with the def2-TZVPD basis set",
  "fmax_ev_per_a": 3.805,
  "relative_energy_kcal_mol": 79.71,
  "gap_ha": 0.379,
  "lumo_ev": -1.04,
  "homo_ev": -11.344,
  "symbols": ["N", "C", "C", "N", "O", "C", "O", "O", "H", "H"],
  "positions_angstrom": [[1.5698, 2.4525, 0.1453], [0.9382, 1.5027, 0.0386], [0.0980, 0.2688, -0.0695], [0.4928, -0.9347, -0.2591], [1.8714, -1.1002, -0.0937], [-1.4517, 0.4243, -0.0880], [-1.9294, 1.5422, -0.3112], [-2.1065, -0.7136, 0.2455], [1.9896, -2.0184, -0.0382], [-1.4722, -1.4237, 0.4304]],
  "forces_ev_per_angstrom": [[0.08, 0.10, -0.03], [-1.05, -1.85, 0.09], [-0.26, 0.46, -0.77], [1.29, 0.55, 1.36], [-1.23, 2.57, -0.52], [0.19, 2.47, -0.03], [0.76, -3.67, 0.65], [-0.06, 1.41, -0.46], [0.16, -2.17, -0.09], [0.11, 0.15, -0.20]],
  "lowdin_charge": [0.19, -0.11, -0.16, 0.06, 0.02, -0.41, 0.11, 0.12, 0.07, 0.10]
}

=====

Copy entry 1 word for word.
{
  "formula": "C3H2N2O3",
  "method": "ωB97M-V with the def2-TZVPD basis set",
  "fmax_ev_per_a": 9.285,
  "relative_energy_kcal_mol": 161.21,
  "gap_ha": 0.316,
  "lumo_ev": -2.05,
  "homo_ev": -10.662,
  "symbols": ["O", "C", "C", "N", "C", "O", "N", "O", "H", "H"],
  "positions_angstrom": [[1.6680, -2.1935, 0.5078], [1.0530, -1.0850, 0.0729], [-0.3779, -1.2154, -0.3016], [-1.3311, -0.2608, -0.2939], [-0.6367, 0.9803, 0.1019], [-1.2756, 2.1255, 0.8130], [0.6615, 1.1252, -0.1072], [1.4610, 0.1727, -0.7980], [-0.6619, -2.3660, -0.5343], [-0.5603, 2.7169, 0.5393]],
  "forces_ev_per_angstrom": [[-2.94, 8.39, -2.68], [3.21, -5.81, -1.37], [-4.05, -0.31, 0.55], [3.80, -0.53, 0.92], [1.06, -0.47, 0.39], [1.93, -4.08, -2.87], [-1.99, 2.06, 0.04], [-1.39, -3.29, 4.11], [0.47, 3.05, 0.39], [-0.10, 1.00, 0.53]],
  "lowdin_charge": [0.05, -0.18, -0.05, 0.15, -0.30, 0.04, 0.05, -0.02, 0.18, 0.08]
}